Entry from the Open Molecules 2025 dataset: a molecular structure, C46H52CoN4OP2S in a non-equilibrium geometry (ωB97M-V/def2-TZVPD).

The energy relative to the best compared isomer or geometry (same formula, charge and spin) is 0.8 kcal per mole. The value obtained for the LUMO energy (alpha / beta) is -0.4 / -0.4 eV. The calculation puts the HOMO-LUMO gap (alpha / beta) at 0.132 / 0.224 hartree. Its total energy is -123586.9521 eV. The expectation value of S² is 3.786.

ORCA input file:
```
! RIJCOSX wB97M-V def2-TZVPD def2/J DEFGRID3
* xyz 0 4
Co -12.70 5.05 16.43
O -13.59 0.12 16.21
S -13.69 1.62 16.21
C -14.09 2.09 14.51
C -13.90 1.24 13.44
C -13.99 1.78 12.12
C -14.37 3.09 11.93
C -14.71 3.88 13.04
C -14.54 3.38 14.32
P -14.84 4.27 15.89
C -15.21 6.09 15.73
C -14.38 6.79 14.75
C -15.01 7.91 14.03
C -16.29 8.27 14.27
C -17.08 7.58 15.25
C -16.56 6.59 16.01
C -16.51 3.53 16.13
C -16.85 2.65 17.17
C -18.09 2.01 17.18
C -19.02 2.26 16.17
C -18.66 3.11 15.11
C -17.42 3.76 15.08
C -11.80 2.24 16.24
C -10.87 1.47 15.31
C -9.64 0.95 15.96
C -9.37 1.17 17.27
C -10.20 1.98 18.11
C -11.37 2.49 17.61
P -12.24 3.86 18.32
C -11.16 4.65 19.55
C -11.35 4.48 20.92
C -10.48 5.17 21.80
C -9.45 6.00 21.32
C -9.27 6.13 19.95
C -10.10 5.42 19.05
C -13.52 2.97 19.33
C -13.55 1.57 19.41
C -14.55 0.94 20.16
C -15.49 1.70 20.86
C -15.40 3.10 20.84
C -14.41 3.74 20.08
H -13.62 0.20 13.59
H -13.73 1.13 11.28
H -14.43 3.54 10.93
H -15.10 4.88 12.90
H -13.73 6.15 14.17
H -14.35 8.45 13.36
H -16.79 9.05 13.70
H -18.13 7.87 15.34
H -17.13 6.14 16.82
H -16.17 2.51 18.00
H -18.29 1.29 17.98
H -20.02 1.82 16.22
H -19.36 3.30 14.30
H -17.18 4.45 14.28
H -11.33 0.64 14.73
H -8.96 0.32 15.38
H -8.50 0.68 17.72
H -9.89 2.23 19.12
H -12.13 3.82 21.32
H -10.66 5.10 22.87
H -8.80 6.54 22.02
H -8.50 6.76 19.54
H -9.90 5.50 17.99
H -12.79 0.96 18.90
H -14.59 -0.15 20.18
H -16.29 1.24 21.46
H -16.10 3.70 21.43
H -14.36 4.83 20.12
C -10.35 3.02 13.22
C -10.89 2.81 14.56
N -11.74 3.46 15.40
H -10.48 4.07 12.94
H -10.84 2.39 12.45
H -9.29 2.80 13.25
C -12.39 8.20 17.53
C -13.86 7.79 17.25
C -14.56 9.13 16.92
C -14.49 7.28 18.56
N -13.90 6.71 16.19
H -12.37 8.93 18.36
H -11.95 8.70 16.65
H -11.77 7.33 17.81
H -14.36 9.84 17.73
H -15.65 9.03 16.83
H -14.16 9.59 16.02
H -14.34 8.05 19.31
H -14.00 6.36 18.87
H -15.55 7.07 18.41
C -8.69 6.43 13.31
C -8.61 6.67 14.84
C -8.73 8.17 15.16
C -7.28 6.13 15.41
N -9.64 5.96 15.57
N -10.99 6.23 15.22
H -7.94 7.07 12.83
H -9.66 6.67 12.88
H -8.43 5.39 13.09
H -7.86 8.70 14.77
H -8.78 8.33 16.23
H -9.61 8.64 14.70
H -6.48 6.70 14.97
H -7.12 5.08 15.13
H -7.25 6.22 16.49
H -9.47 4.95 15.46
H -11.21 6.02 14.23
H -11.20 7.24 15.36
*
```

These are the Mulliken partial charges, in e, on atoms 1 to 2: atom 1 (Co): 0.221, atom 2 (O): -0.878

=====

Entry from the Open Molecules 2025 dataset: a molecular structure, C46H53ClF6GeN7PS2Yb in a non-equilibrium geometry (ωB97M-V/def2-TZVPD).

The value obtained for the LUMO energy (alpha / beta) is 2.5 / 2.5 eV. The calculation puts the HOMO-LUMO gap (alpha / beta) at 0.084 / 0.084 hartree. Its total energy is -206830.1322 eV.

ORCA input file:
```
! RIJCOSX wB97M-V def2-TZVPD def2/J DEFGRID3
* xyz -2 1
Yb -1.58 1.22 -2.11
N -5.53 7.62 -3.98
C -4.91 6.73 -3.61
C -4.13 5.62 -3.15
C -2.82 5.80 -2.76
C -2.08 4.70 -2.36
C -2.59 3.41 -2.31
C -3.93 3.28 -2.71
C -4.70 4.35 -3.13
H -2.39 6.80 -2.77
H -1.05 4.90 -2.07
H -4.41 2.30 -2.71
H -5.73 4.21 -3.46
N -7.07 -1.42 1.78
C -6.51 -2.02 0.64
S -7.09 -3.52 0.16
C -5.45 -1.32 -0.02
C -4.85 -1.84 -1.20
C -3.82 -1.16 -1.80
N -3.33 -0.01 -1.35
C -3.90 0.52 -0.26
C -4.94 -0.08 0.42
H -7.92 -1.92 2.02
H -7.22 -0.43 1.72
H -5.24 -2.75 -1.62
H -3.44 -1.54 -2.74
H -3.53 1.49 0.09
H -5.33 0.43 1.29
F -2.45 0.54 -4.13
P -1.47 1.25 -5.29
F -0.60 -0.09 -5.30
F -2.41 0.68 -6.44
F -2.33 2.58 -5.16
F -0.51 1.81 -4.02
F -0.46 1.95 -6.31
C 0.07 -3.72 -4.68
C 0.36 -2.50 -3.88
C 1.48 -1.73 -3.76
C 1.12 -0.65 -2.96
N -0.15 -0.74 -2.61
N -0.59 -1.87 -3.18
C 1.99 0.45 -2.44
H 1.00 -4.22 -4.96
H -0.48 -3.48 -5.59
H -0.53 -4.44 -4.12
H 2.45 -1.92 -4.19
H -1.55 -2.14 -3.02
H 3.00 0.36 -2.83
H 2.06 0.42 -1.36
H 1.61 1.44 -2.72
C -2.86 0.23 3.17
C -1.86 0.06 4.31
C -0.44 0.53 3.98
C -0.14 2.01 4.23
N -0.87 2.93 3.36
C -0.60 3.11 2.03
S -1.85 3.34 0.97
N 0.69 3.15 1.61
C 1.72 3.98 2.23
C 3.07 3.69 1.60
C 3.54 2.27 1.85
C 4.86 1.97 1.16
H -3.82 -0.22 3.42
H -2.50 -0.26 2.27
H -3.04 1.27 2.88
H -1.83 -1.00 4.58
H -2.22 0.57 5.22
H -0.20 0.30 2.94
H 0.28 -0.03 4.58
H 0.92 2.19 4.10
H -0.41 2.29 5.25
H -1.88 2.92 3.48
H 0.74 3.12 0.60
H 1.76 3.79 3.30
H 1.45 5.03 2.11
H 3.79 4.42 1.96
H 2.99 3.87 0.52
H 2.78 1.56 1.52
H 3.65 2.11 2.93
H 4.75 2.07 0.08
H 5.20 0.95 1.36
H 5.64 2.66 1.48
Cl -0.36 0.39 0.12
C 1.39 0.18 0.51
Ge 1.98 -1.67 0.76
C 3.07 -2.39 -0.77
C 2.71 -3.46 -1.60
C 3.54 -3.89 -2.63
C 4.73 -3.24 -2.90
C 5.07 -2.12 -2.15
C 4.26 -1.72 -1.09
C 3.44 -1.43 2.10
C 3.19 -0.66 3.23
C 4.15 -0.45 4.22
C 5.42 -1.01 4.07
C 5.69 -1.79 2.96
C 4.71 -2.01 2.00
C 1.07 -3.24 1.65
C 0.30 -2.95 2.78
C -0.39 -3.93 3.47
C -0.34 -5.25 3.04
C 0.43 -5.57 1.93
C 1.13 -4.58 1.25
H 1.76 -3.94 -1.46
H 3.22 -4.73 -3.23
H 5.37 -3.58 -3.70
H 5.97 -1.56 -2.37
H 4.55 -0.85 -0.51
H 2.22 -0.18 3.35
H 3.91 0.16 5.07
H 6.19 -0.82 4.81
H 6.68 -2.22 2.84
H 4.95 -2.64 1.16
H 0.23 -1.93 3.12
H -0.99 -3.66 4.33
H -0.90 -6.01 3.57
H 0.47 -6.60 1.59
H 1.74 -4.87 0.40
*
```

These are the Mulliken partial charges, in e, on atoms 1 to 2: atom 1 (Yb): 0.647, atom 2 (N): -0.638